# 1
69
Properties=species:S:1:pos:R:3 method="wB97M-V/def2-TZVPD" e_homo_ev=-6.268 total_charge=-1
O -2.3788 3.8907 2.8313
S -1.2584 4.7594 2.5563
O -1.2039 5.3372 1.2367
O -1.1318 5.7872 3.5593
S 0.6540 3.6606 2.7275
O 1.3328 3.6935 1.4578
O 1.4162 4.2680 3.7828
C 0.4149 1.8767 3.2377
F 1.5792 1.4179 3.7153
F -0.4521 1.8675 4.2712
C -0.1720 0.9321 2.1658
F -1.3671 1.3759 1.7679
F -0.3586 -0.2749 2.7474
C 0.7032 0.7122 0.8756
F 0.5651 -0.5847 0.5119
F 1.9967 0.9177 1.0761
F 0.2506 1.4351 -0.1361
O 4.4691 -2.2925 0.8651
P 4.5172 -3.7105 1.2487
O 3.1888 -4.0975 2.0569
C 1.9268 -4.0921 1.3747
C 1.7980 -5.2250 0.3723
O 5.5964 -3.7669 2.4597
C 6.3821 -2.6219 2.7948
C 5.7124 -1.7791 3.8629
O 4.9112 -5.1825 0.7232
C 5.7112 -5.2905 -0.4738
C 7.0701 -4.6349 -0.3244
H 1.7768 -3.1262 0.8859
H 1.1627 -4.1939 2.1432
H 2.4896 -5.0964 -0.4635
H 0.7861 -5.2592 -0.0323
H 2.0283 -6.1822 0.8401
H 6.5963 -2.0297 1.9052
H 7.3380 -2.9993 3.1640
H 4.6526 -1.6387 3.6557
H 6.1885 -0.8002 3.9323
H 5.7917 -2.2652 4.8368
H 5.1652 -4.8524 -1.3135
H 5.8238 -6.3546 -0.6737
H 6.9773 -3.5533 -0.1980
H 7.6780 -4.8170 -1.2111
H 7.5894 -5.0219 0.5518
O -4.0419 1.5236 -1.4577
P -4.5133 2.1733 -2.6895
O -3.2482 2.5526 -3.6077
C -2.4577 1.5060 -4.1729
C -3.1805 0.7424 -5.2696
O -4.9797 3.6478 -2.2371
C -5.0581 4.0152 -0.8477
C -3.7708 4.6369 -0.3495
O -5.6253 2.0935 -3.8626
C -6.7891 1.2731 -3.6388
C -7.6098 1.7420 -2.4527
H -2.1314 0.8260 -3.3809
H -1.5693 1.9845 -4.5824
H -4.0222 0.1735 -4.8687
H -2.5011 0.0397 -5.7540
H -3.5781 1.4277 -6.0181
H -5.3375 3.1521 -0.2431
H -5.8746 4.7360 -0.7682
H -2.8897 4.0885 -0.6758
H -3.7636 4.6849 0.7376
H -3.6687 5.6545 -0.7311
H -6.4781 0.2334 -3.5013
H -7.3809 1.3216 -4.5516
H -7.0565 1.6294 -1.5172
H -8.5271 1.1573 -2.3718
H -7.8643 2.7963 -2.5546



# 2
72
Properties=species:S:1:pos:R:3 method="wB97M-V/def2-TZVPD" s_squared=2.045 e_homo_ev="-0.404 / -3.286" spin_multiplicity=3 total_charge=-2
O -1.1207 -0.5075 0.3776
V 0.4313 -0.8288 0.4172
C -0.0838 -1.1231 3.9763
O -1.4741 -1.2226 3.6880
O 0.5457 -1.0297 2.6872
C 0.2402 0.0194 5.0365
F -0.3040 -0.2403 6.2234
F 1.5326 0.1699 5.2347
F -0.2748 1.2189 4.6544
C -2.0546 -2.3758 2.9402
C -3.5673 -2.0480 2.9631
H -3.6644 -1.1204 2.3990
H -4.0892 -2.9423 2.6228
H -3.9235 -1.9582 3.9894
H -1.9184 -3.2723 3.5449
H -1.5622 -2.6583 2.0097
H 0.0858 -2.0377 4.5445
C 0.5928 2.8125 -0.0502
O -0.1817 2.8873 -1.3047
O 0.8436 1.4360 0.2340
C 1.9664 3.7060 -0.0068
F 2.5150 3.7848 1.2098
F 2.9193 3.2328 -0.8543
F 1.8328 4.9841 -0.3911
C -1.4321 3.5747 -1.3788
C -2.0276 3.2556 -2.8256
H -2.4065 2.2404 -2.9434
H -2.9651 3.7738 -3.0273
H -1.2560 3.3138 -3.5932
H -1.2411 4.6473 -1.3461
H -2.1321 3.2715 -0.6002
H -0.0294 3.2773 0.7147
N 0.1457 -2.8985 0.0086
S 0.8595 -4.1885 0.5549
O 1.6809 -5.0145 -0.3011
O 0.3529 -4.7766 1.7988
F 2.0829 -3.3908 1.2220
S -0.9279 -3.9597 -0.7543
O -1.9727 -4.6322 0.0544
O -0.5219 -4.4914 -2.0216
F -1.8197 -2.6545 -1.2838
C 3.4639 -0.8273 1.5306
O 2.5652 -0.9167 0.3619
C 3.0660 -0.7788 -0.9520
C 2.1148 -1.1618 -2.0228
N 0.6903 -0.6816 -1.9080
C -0.0164 -1.0318 -3.1319
C 0.2139 0.1861 -4.0631
O 1.5554 0.1760 -4.5824
C 1.8106 1.1032 -5.7066
H 4.3408 -1.4419 1.3274
H 2.9796 -1.0379 2.4841
H 3.9799 0.1309 1.5906
H 4.0224 -1.3012 -0.9724
H 3.3956 0.2531 -1.0733
H 1.9179 -2.2336 -2.0452
H 2.6429 -0.9691 -2.9566
H 0.7365 0.3249 -1.8384
H -1.0457 -1.2247 -2.8296
H 0.2017 -1.9271 -3.7142
H 0.2568 1.1848 -3.6284
H -0.4292 0.2099 -4.9428
H 2.8658 1.2646 -5.9270
H 1.2692 2.0333 -5.5335
H 1.4415 0.7004 -6.6499
C -2.3402 1.8013 2.4099
N -3.5928 2.7448 2.3867
O -3.8731 3.2812 3.4653
O -4.0438 3.0466 1.3503
H -1.6868 2.1329 1.6029
H -2.4890 0.7292 2.2816
H -1.6900 1.9958 3.2629



# 3
57
Properties=species:S:1:pos:R:3 method="wB97M-V/def2-TZVPD" e_homo_ev=-8.716
O 0.3560 1.8955 -0.6569
S -0.7598 1.0627 -0.2438
O -1.4666 0.6491 -1.4565
F -1.8604 1.9407 0.6033
N -0.2393 -0.2824 0.7030
C -1.4982 -1.0290 1.0358
C -1.7658 -0.8121 2.6005
O -2.6774 0.2618 2.8632
C 0.6562 -1.0355 -0.2209
C 1.2329 -2.3500 0.3747
C 1.0481 -2.8403 1.7266
C 1.6215 -4.1214 2.1314
C 2.3982 -4.9406 1.2100
C 2.6332 -4.4358 -0.1534
C 2.0504 -3.1699 -0.5389
H -2.4103 -0.6752 0.4941
H -1.4229 -2.1327 0.8694
H -2.0405 -1.7695 3.1200
H -0.7668 -0.5151 3.0335
H -2.1360 1.0684 2.9260
H 0.2148 -1.2775 -1.2205
H 1.5400 -0.3661 -0.4308
H 0.4693 -2.2458 2.4635
H 1.4777 -4.5544 3.1534
H 2.8145 -5.9311 1.5122
H 3.2414 -5.0036 -0.8992
H 2.2159 -2.7861 -1.5784
C 3.1465 1.7535 4.7039
S 2.7955 0.6785 3.3009
O 1.5452 -0.0714 3.6170
C 4.1783 -0.4443 3.5700
H 2.3722 2.5185 4.7522
H 3.1415 1.1734 5.6277
H 4.1175 2.2301 4.5630
H 4.1090 -0.8876 4.5645
H 5.1164 0.1025 3.4655
H 4.1321 -1.2313 2.8175
C 0.7620 -0.2409 -5.3103
S -0.1895 -1.0054 -3.9850
O 0.7037 -1.9928 -3.3068
C -1.2969 -1.9337 -5.0611
H 1.5491 0.3647 -4.8620
H 1.2105 -1.0112 -5.9394
H 0.1082 0.3983 -5.9049
H -0.7193 -2.5979 -5.7059
H -1.8839 -1.2398 -5.6640
H -1.9655 -2.5252 -4.4368
C -3.9727 5.5170 -2.7096
S -4.7969 4.9646 -1.2044
O -5.3675 6.1692 -0.5406
C -3.2904 4.5245 -0.3199
H -4.7314 5.8784 -3.4032
H -3.2781 6.3257 -2.4782
H -3.4394 4.6792 -3.1610
H -2.6385 5.3957 -0.2393
H -2.7794 3.7201 -0.8490
H -3.5644 4.1835 0.6775



# 4
57
Properties=species:S:1:pos:R:3 method="wB97M-V/def2-TZVPD" e_homo_ev=-4.606 total_charge=-1
N 4.3594 -1.0516 0.1356
C 3.3695 -1.3620 1.2454
C 2.1090 -2.1763 0.6370
C 0.8265 -1.1998 0.5444
C -0.5410 -2.0399 0.3724
C -1.8254 -1.0765 0.6860
N -1.6137 0.1657 -0.1170
S -2.8562 0.4366 -1.2938
C -1.3309 1.3634 0.7250
I -0.5654 2.9192 -0.6099
C -2.6030 1.9693 1.4983
O -3.5717 1.2255 1.9093
O -2.5704 3.3474 1.7421
H 3.7804 -0.8624 -0.6943
H 4.8838 -0.2196 0.4440
H 2.9724 -0.3592 1.6574
H 3.8904 -1.9818 2.0629
H 1.8384 -3.1159 1.2531
H 2.4475 -2.5371 -0.4122
H 0.7867 -0.6398 1.5581
H 1.0313 -0.4633 -0.3052
H -0.6345 -2.2878 -0.7528
H -0.5302 -2.9863 1.0112
H -2.7562 -1.6774 0.3585
H -1.9339 -0.8676 1.8181
H -2.2242 0.1996 -2.5333
H -0.5377 1.0728 1.5089
C -1.1773 -3.8659 -7.2132
C -0.8731 -4.7593 -6.0258
O -1.0020 -4.0369 -4.7958
C -2.2607 -3.8549 -4.3606
O -3.2648 -4.2526 -4.9039
O -2.2109 -3.1359 -3.2283
C -3.4929 -2.7939 -2.7015
H -0.5647 -2.9610 -7.1804
H -0.9850 -4.3915 -8.1515
H -2.2211 -3.5435 -7.2079
H 0.1641 -5.0988 -6.0829
H -1.5045 -5.6524 -6.0196
H -4.1243 -3.6774 -2.5825
H -3.9758 -2.0602 -3.3506
H -3.3446 -2.3427 -1.7208
C -0.4022 4.0472 5.0298
C -0.1114 4.4309 3.5918
O 0.9575 5.3914 3.5243
C 2.1931 4.8933 3.6610
O 2.4803 3.7298 3.8206
O 3.0664 5.9187 3.6114
C 4.4195 5.5336 3.8320
H -0.5861 4.9387 5.6364
H -1.2751 3.3934 5.0847
H 0.4470 3.5262 5.4801
H -0.9921 4.9091 3.1587
H 0.1131 3.5559 2.9772
H 4.7184 4.7242 3.1625
H 4.5559 5.2397 4.8756
H 5.0520 6.3994 3.6298



Asked for molar mass across the records above, the calculation gives 677.5 727.5 467.7 525.4 u in order.